Here is 2 unconnected molecules or ions with the total composition C4H9NO2S at a distorted geometry from OMol25. Energies are from the ωB97M-V functional and the def2-TZVPD basis.

```
17
Properties=species:S:1:pos:R:3:lowdin_charge:R:1
C -0.926 1.545 -0.172 -0.662
C -0.413 0.491 -2.300 -0.015
C -2.492 0.012 -1.070 -0.033
C 3.804 0.706 0.326 -0.590
N -1.184 0.628 -1.056 -0.150
O -1.632 1.786 0.754 0.109
O 0.218 2.194 -0.507 0.083
S 3.211 1.064 1.810 0.562
H -0.992 0.853 -3.177 0.099
H 0.505 1.037 -2.064 0.089
H -0.462 -0.556 -2.506 0.075
H -2.299 -0.929 -0.460 0.119
H -3.269 0.533 -0.546 0.079
H -2.799 -0.224 -2.096 0.088
H 4.310 -0.352 0.201 0.036
H 0.419 2.657 0.285 0.095
H 3.677 1.364 -0.586 0.016
```

Results
energy above the lowest of the compared OMol25 structures with the same formula, charge and spin = 51.2 kcal/mol
SMILES = CN(C)C(=O)O.C=S
largest force on an atom = 0.0654 Eh/bohr
HOMO energy = -9.1 eV
electronic energy = -20712.8125 eV
lowest unoccupied orbital energy = -0.6 eV